Record 1
This record from the Open Molecules 2025 dataset describes a structure of composition C20H28NO3Pm. The level of theory is wB97M-V/def2-TZVPD.

Positions of all 53 atoms, in Å:
1 O 0.20363 -0.13516 -2.75192
2 C 0.31124 1.17519 -3.48514
3 C 0.32114 0.59411 -4.87628
4 H 1.26385 1.63624 -3.17486
5 H -0.56297 1.80184 -3.27506
6 C 0.32765 -0.71827 -4.08487
7 H 1.22597 0.85795 -5.43171
8 H -0.60155 0.73805 -5.45378
9 C 1.63894 -1.43541 -4.35323
10 H 2.51342 -0.79657 -4.15298
11 H 1.65213 -1.69061 -5.42092
12 H 1.73070 -2.37465 -3.80470
13 C -0.87788 -1.55099 -4.38464
14 H -1.76467 -0.94720 -4.19556
15 H -0.89330 -2.45781 -3.78756
16 H -0.83712 -1.81189 -5.43416
17 Pm -0.30021 -0.62836 2.36819
18 C -2.36466 -1.15439 3.92047
19 C -2.18517 0.25943 3.99746
20 C -2.50402 0.81387 2.71973
21 H -1.85235 0.81285 4.87554
22 C -2.87896 -0.26014 1.84494
23 C -2.80708 -1.48106 2.59639
24 H -3.01699 -2.49866 2.21984
25 H -2.24336 -1.85281 4.74288
26 H -2.54331 1.87575 2.47258
27 H -3.22400 -0.17195 0.80271
28 C 0.81926 -2.32796 4.04508
29 C 0.04926 -3.14788 3.18376
30 C 0.63575 -3.13191 1.87427
31 H -0.81211 -3.74341 3.47473
32 C 1.79145 -2.28902 1.94136
33 C 1.91582 -1.81667 3.28765
34 H 2.73224 -1.20903 3.66668
35 H 0.64193 -2.15960 5.10380
36 H 0.24991 -3.67290 0.99166
37 H 2.51475 -2.16341 1.13960
38 O 1.88008 1.89852 -0.24746
39 C 0.59447 1.19552 -0.36355
40 C -0.59863 2.14688 -0.48137
41 H 0.46009 0.34754 0.35765
42 H 0.74762 0.66823 -1.30508
43 C 0.22151 3.37654 -1.01774
44 H -1.06561 2.29440 0.55116
45 H -1.46726 1.84641 -1.09436
46 C 1.50936 3.31143 -0.23839
47 H -0.33221 4.28889 -1.09737
48 H 0.55436 3.10633 -2.02225
49 H 1.38100 3.63685 0.82736
50 H 2.38293 3.88524 -0.65663
51 O 1.61854 2.32730 5.43714
52 C 1.14686 1.69571 4.54753
53 N 0.69760 1.03664 3.60143

Cartesian forces, eV/Å:
0.16 1.02 -2.74
-0.19 0.56 1.42
-0.19 0.07 0.63
-0.51 0.05 -0.22
0.38 -0.02 0.22
0.56 -1.28 -1.07
-0.33 -0.33 -0.09
0.41 0.14 0.13
0.14 -0.32 0.09
-0.34 -0.19 0.07
0.05 0.06 0.17
0.05 0.09 0.17
0.01 -0.08 0.03
-0.14 -0.18 0.01
-0.12 -0.11 0.13
-0.20 -0.23 -0.30
0.63 0.42 0.52
-0.46 0.56 -0.50
-0.61 -0.33 -0.48
-0.40 -0.50 0.08
-0.13 -0.20 -0.39
-0.27 -0.22 0.57
0.11 0.32 -0.08
0.11 0.81 0.27
0.07 0.14 -0.23
0.19 -0.39 0.09
0.26 -0.01 0.65
0.66 -0.17 -0.50
0.25 -0.32 -0.69
-0.23 0.16 0.61
0.13 0.25 -0.09
-0.16 -0.44 0.69
-0.11 -0.66 -0.45
-0.33 -0.01 -0.11
0.03 -0.01 -0.26
0.36 0.39 0.64
-0.20 0.21 0.19
-2.06 0.83 0.60
0.79 -1.36 -1.32
0.46 1.03 1.66
0.52 0.85 -0.14
-0.39 -0.07 0.83
-0.28 -1.22 -0.44
0.78 0.37 -1.19
0.86 -0.20 -0.15
1.15 0.35 1.44
-0.09 0.69 0.40
-0.45 0.24 -0.06
0.06 -0.19 -0.74
-1.00 -0.57 0.20
-0.49 -0.45 -0.62
-0.69 -1.50 -2.21
1.20 1.93 2.56

As for the highest occupied orbital energy (alpha / beta): -8.19 / -8.26 eV. For the molecular weight, the calculation gives 475.45 Da. The value obtained for the LUMO energy (alpha / beta) is 0.17 / 0.20 eV. As for the total energy: -1667.68818 hartree. As for the multiplicity: 5.

---

Record 2
This record from the Open Molecules 2025 dataset describes a cluster of 2 separate species, C20H29BN4O5 in total. The level of theory is wB97M-V/def2-TZVPD.

Positions of all 59 atoms, in Å:
1 N 6.76332 -7.30225 -1.27542
2 C 7.06217 -6.21148 -1.47890
3 O 7.54916 -4.96779 -1.71850
4 C 6.64984 -3.96891 -1.25976
5 C 7.23689 -2.77077 -0.60465
6 N 6.54748 -1.71866 -0.09782
7 C 5.18720 -1.92697 -0.29450
8 C 4.24830 -0.87691 0.24009
9 C 2.79038 -0.99346 0.12174
10 B 1.89708 0.17426 0.77062
11 O 1.74663 0.27252 2.16478
12 O 1.30675 1.11526 -0.09137
13 C 2.16851 -2.19133 -0.55565
14 C 0.63629 -2.43843 -0.70624
15 C -0.14054 -1.31104 -1.48627
16 C -1.57975 -1.78209 -2.00169
17 C -2.73075 -0.91487 -1.31916
18 O -3.97526 -1.66927 -1.30919
19 C -4.30923 -2.10268 -0.03958
20 O -4.71651 -3.22566 0.11927
21 C 3.08706 -3.20196 -1.07866
22 C 4.57954 -3.09390 -0.95200
23 N 5.33377 -4.14386 -1.46113
24 H 8.35468 -2.75048 -0.48394
25 H 4.63829 0.04205 0.75707
26 H 2.38712 -0.34590 2.56112
27 H 0.80718 1.75720 0.45337
28 H 0.17617 -2.66907 0.29709
29 H 0.52796 -3.38548 -1.31999
30 H -0.36337 -0.49627 -0.73089
31 H 0.45560 -0.81412 -2.29597
32 H -1.69702 -1.67799 -3.11152
33 H -1.78050 -2.84317 -1.66858
34 H -2.44528 -0.75342 -0.23620
35 H -2.88243 0.07443 -1.82682
36 H -4.27577 -1.44112 0.88081
37 H 2.66730 -4.12239 -1.56846
38 C -1.83021 1.69297 2.51755
39 C -1.83592 3.06325 1.85138
40 N -2.36583 3.06484 0.49445
41 C -2.15425 4.33282 -0.19787
42 C -2.86330 5.57351 0.34760
43 C -3.69163 2.48154 0.32469
44 C -4.84700 3.10904 1.10913
45 H -1.24080 0.97528 1.94023
46 H -1.38500 1.76961 3.51179
47 H -2.83821 1.29372 2.64725
48 H -0.79808 3.41206 1.82200
49 H -2.38027 3.76169 2.50111
50 H -2.41926 4.21269 -1.25319
51 H -1.07737 4.53649 -0.20249
52 H -3.92116 5.58600 0.08352
53 H -2.42084 6.47045 -0.09203
54 H -2.77513 5.66788 1.43145
55 H -3.63650 1.42113 0.58838
56 H -3.95084 2.47954 -0.73897
57 H -4.57000 3.35972 2.13524
58 H -5.68208 2.40479 1.16225
59 H -5.22457 4.00696 0.62342

Cartesian forces, eV/Å:
-0.05 0.11 -0.04
1.02 1.76 -0.50
-1.62 -1.16 1.01
-1.82 1.60 0.42
0.55 -0.14 0.15
-0.81 -3.59 -1.99
-2.15 1.38 0.68
-2.07 -1.36 -0.78
2.00 -1.23 -0.53
-0.15 0.52 -0.38
0.66 -0.29 -1.39
0.30 -0.69 1.95
2.87 -0.89 -0.34
0.49 -0.49 -0.90
-1.07 0.70 0.90
-0.32 0.35 0.72
0.90 -0.19 0.34
0.47 0.52 1.45
-0.74 -1.51 -0.19
0.21 0.98 -0.15
-0.22 1.82 1.10
-1.36 0.49 0.22
2.40 1.63 1.18
-1.28 -0.04 -0.21
-0.09 -1.21 -0.68
-0.55 0.27 0.02
0.19 -0.24 -0.50
0.35 0.46 -0.94
0.20 0.92 0.78
0.45 -0.70 -0.99
-0.38 -0.76 0.74
0.24 -0.38 0.99
0.26 1.01 -0.62
-0.14 0.17 -1.14
0.08 -0.95 0.48
0.49 0.15 -1.36
0.65 1.06 0.53
-0.06 -0.02 -0.03
-0.17 -0.14 0.11
0.16 -0.02 -0.33
0.22 0.04 -0.06
-0.13 0.19 -0.08
-0.05 -0.20 0.14
-0.24 -0.05 0.00
-0.07 0.00 0.00
0.01 0.01 -0.08
0.04 0.00 -0.02
-0.09 0.16 -0.16
0.05 0.05 0.11
-0.08 -0.15 0.09
-0.01 -0.13 0.12
0.04 -0.01 0.10
0.02 -0.03 0.01
0.00 -0.04 -0.04
0.11 0.05 0.07
0.20 0.15 0.01
0.03 -0.01 -0.05
0.05 0.02 0.00
0.03 0.05 0.09

As for the highest occupied orbital energy: -8.61 eV. For the molecular weight, the calculation gives 416.29 Da. The value obtained for the LUMO energy is -1.04 eV. As for the total energy: -1399.55311 hartree. As for the structure (SMILES): N#COc1cnc2cc(B(O)O)c(CCCCOC=O)cc2n1.CCN(CC)CC.

---

Record 3
This record from the Open Molecules 2025 dataset describes a cluster of 2 separate species, C20H29BrClF2IN3O8S4 in total. The level of theory is wB97M-V/def2-TZVPD.

Positions of all 69 atoms, in Å:
1 C 1.47394 -3.02617 1.32647
2 C 0.77662 -2.29721 0.67418
3 C -0.08498 -1.37907 -0.05974
4 C 0.26160 0.14648 -0.00309
5 C -0.18039 0.85869 1.29009
6 C -0.42955 0.04343 2.54592
7 C -1.84781 -0.50499 2.70581
8 C -1.91330 -1.72212 3.64829
9 S -2.77331 -3.10847 2.97636
10 O -1.91047 -3.84591 2.08262
11 O -3.37325 -3.86561 4.03226
12 O -3.94478 -2.49226 2.08695
13 N 1.66270 0.48687 -0.24010
14 C 2.55467 0.15061 0.87113
15 C 2.24679 0.04779 -1.50512
16 C 3.70857 0.57416 -1.60167
17 C 4.77708 -0.43465 -1.16299
18 F 4.08691 0.96457 -2.89479
19 C 1.39977 0.19549 -2.81714
20 C 1.54481 -1.14477 -3.55729
21 C 2.94429 -1.74359 -3.71781
22 O 3.31902 -2.57070 -2.96632
23 I 4.25191 -1.31884 -5.36004
24 N 1.72018 1.34201 -3.60394
25 C 2.06890 1.42280 -4.75462
26 S 2.13792 1.63449 -6.29340
27 N -0.17823 0.43316 -2.56091
28 F -0.82998 -0.64704 -3.15213
29 S -0.93271 1.84041 -3.54187
30 C -0.60454 0.76899 -1.13078
31 Br -0.00893 2.71522 -1.05396
32 C -2.14237 0.70607 -0.79081
33 Cl -3.17685 -0.27279 -1.89207
34 C -2.86580 2.02551 -0.49099
35 C -4.35470 1.78251 -0.17489
36 H 2.04656 -3.61187 2.00269
37 H -1.11564 -1.56440 0.23857
38 H -0.04862 -1.70185 -1.10758
39 H -1.09797 1.42326 1.17485
40 H 0.56199 1.61126 1.54744
41 H -0.35157 0.81310 3.29586
42 H 0.33700 -0.69732 2.77838
43 H -2.35066 -0.75037 1.76562
44 H -2.41828 0.31001 3.16781
45 H -0.91480 -2.07750 3.89105
46 H -2.45482 -1.44264 4.54893
47 H -3.75133 -2.72551 1.16863
48 H 2.97788 -0.84702 0.75365
49 H 2.04099 0.12848 1.82449
50 H 3.35884 0.87682 0.97546
51 H 2.33645 -1.03812 -1.35750
52 H 3.83365 1.46423 -0.99024
53 H 5.41977 -0.67477 -2.00758
54 H 5.40331 -0.01219 -0.38204
55 H 4.34935 -1.37033 -0.81484
56 H 1.05090 -1.91178 -2.96535
57 H 1.06566 -1.14545 -4.53639
58 H -1.28992 1.01502 -4.54965
59 H -2.19785 0.16199 0.14357
60 H -2.85329 2.67585 -1.36221
61 H -2.47461 2.48770 0.41205
62 H -4.51844 0.88700 0.42129
63 H -4.66457 2.61544 0.45631
64 H -4.98272 1.82562 -1.05980
65 O -1.90815 3.52478 5.64957
66 S -1.33826 3.12751 4.35253
67 O -2.17229 2.01729 3.73529
68 O 0.04668 2.57557 4.51801
69 O -1.30899 4.26511 3.39753

Cartesian forces, eV/Å:
-0.37 0.32 -0.23
0.38 -0.04 0.57
0.23 -0.28 -0.53
-0.33 -0.45 -0.50
-0.01 -0.27 0.80
-0.15 -0.28 0.10
0.04 -0.42 -0.06
-0.48 0.84 -0.34
0.72 -1.39 0.63
-0.11 0.53 -0.45
-0.25 0.39 0.01
-0.16 0.08 -0.02
-0.11 0.50 -0.28
0.21 -0.19 0.25
-0.45 -0.99 0.91
0.94 0.11 0.07
-0.13 -0.19 0.04
-0.22 -0.06 -0.08
0.90 0.57 0.08
-0.43 -0.21 -0.66
0.12 0.22 0.07
0.23 -0.49 0.51
-0.20 0.09 -0.14
0.84 -0.61 0.07
-1.28 0.20 -0.10
0.45 0.22 -0.13
-0.90 1.34 -1.01
0.30 -0.58 0.80
-0.03 -0.22 -0.35
0.30 1.43 1.11
0.02 -0.41 -0.10
-0.25 0.12 0.13
0.12 -0.12 -0.11
-1.10 -0.46 -0.31
0.17 0.63 0.45
0.06 -0.15 -0.09
-0.01 0.09 0.18
-0.03 -0.04 -0.03
0.06 0.18 -0.02
0.03 0.11 -0.19
0.13 0.40 0.84
0.05 -0.16 -0.31
0.15 -0.12 -0.11
0.05 0.10 -0.13
-0.07 -0.29 0.12
0.10 -0.16 0.17
-0.02 0.03 -0.02
0.11 -0.01 -0.03
-0.24 0.20 -0.08
0.00 0.09 -0.11
0.10 -0.12 -0.53
-0.51 0.19 -0.10
-0.04 0.07 -0.12
-0.01 -0.03 0.09
0.03 -0.03 0.11
-0.04 0.01 0.07
0.04 0.30 -0.07
0.18 -0.25 0.12
0.13 -0.21 -0.08
0.44 0.26 0.13
0.50 0.19 -0.20
-0.08 -0.14 -0.14
-0.06 0.00 0.06
-0.02 -0.42 -0.08
0.04 -0.11 -0.15
0.23 -0.10 -0.27
-0.18 0.33 -0.04
-0.12 -0.08 -0.14
-0.03 -0.09 -0.09

As for the highest occupied orbital energy: -2.75 eV. For the molecular weight, the calculation gives 847.99 Da. The value obtained for the LUMO energy is -0.48 eV. As for the total energy: -6669.71388 hartree. As for the net charge: -1.

---

Record 4
This record from the Open Molecules 2025 dataset describes a cluster of 7 separate species, C20H29Cl8FO4 in total. The level of theory is wB97M-V/def2-TZVPD.

Positions of all 62 atoms, in Å:
1 C -3.43744 1.32513 3.52688
2 Cl -3.23010 1.79349 5.25744
3 Cl -3.53616 2.72604 2.40576
4 Cl -1.98169 0.50143 3.01837
5 Cl -4.76694 0.17749 3.31970
6 C -0.59637 -5.20835 -2.28886
7 Cl -1.65342 -4.04105 -1.48281
8 Cl 0.53606 -5.68049 -1.10455
9 Cl -1.56054 -6.52268 -2.97534
10 Cl 0.32142 -4.46342 -3.57437
11 C 1.05476 2.53894 0.97172
12 C 0.99879 2.63458 2.50662
13 O 0.43967 3.52679 3.12197
14 C 1.76792 1.49032 3.21290
15 H 0.47608 3.23522 0.36474
16 H 0.90701 1.51174 0.63835
17 H 2.06745 2.77968 0.64829
18 H 2.67035 1.10790 2.73596
19 H 1.06818 0.66749 3.35926
20 H 2.05966 1.79617 4.21761
21 C 5.70724 0.48859 1.12444
22 C 5.25718 1.94461 1.11107
23 O 4.71953 2.44870 0.14054
24 C 5.86258 2.61801 2.30456
25 H 5.52059 0.04703 2.10336
26 H 6.77976 0.42333 0.94127
27 H 5.26515 -0.07483 0.30272
28 H 5.49998 3.63318 2.46596
29 H 6.92609 2.72701 2.09206
30 H 5.44028 2.16893 3.20351
31 C -0.57986 -0.38832 -4.99374
32 C -1.38071 0.25782 -3.82197
33 O -1.44078 -0.32299 -2.70093
34 C -1.99330 1.61176 -4.12760
35 H -1.34389 -0.38249 -5.77112
36 H -0.20484 -1.39007 -4.78405
37 H 0.31367 0.12661 -5.34666
38 H -2.68281 1.44714 -4.95559
39 H -1.22468 2.29893 -4.48133
40 H -2.41863 1.97076 -3.19041
41 C -4.04318 0.08617 -0.65777
42 C -4.65917 -1.31829 -0.66069
43 O -4.03150 -2.24887 -0.23276
44 C -6.01808 -1.51569 -1.30846
45 H -2.96171 -0.01007 -0.75391
46 H -4.26965 0.61654 0.26717
47 H -4.29587 0.74246 -1.49056
48 H -6.80153 -1.12976 -0.65626
49 H -6.12113 -2.59954 -1.25603
50 H -5.96910 -1.11369 -2.32044
51 F 0.96111 -1.92269 3.39172
52 C 1.02463 -1.76197 2.07547
53 C 2.16899 -1.38346 1.43988
54 C 2.13915 -0.83785 0.10885
55 C 0.97428 -0.83801 -0.63349
56 C -0.21754 -1.28520 0.04048
57 C -0.18623 -1.67416 1.37523
58 H 3.00844 -1.14143 2.07482
59 H 3.11245 -0.45651 -0.16256
60 H 0.86689 -0.57975 -1.67664
61 H -1.21023 -1.31868 -0.38359
62 H -1.09801 -1.85964 1.92356

Cartesian forces, eV/Å:
0.17 0.36 0.17
-0.43 -0.02 -1.12
-0.57 -0.26 0.82
0.93 -0.59 -0.04
-0.09 0.57 0.15
-0.75 0.41 -0.39
-0.57 0.29 -0.30
1.02 -1.21 1.16
0.18 0.04 0.34
0.09 0.55 -0.78
0.40 0.31 0.05
-0.05 0.71 -0.18
0.82 -1.48 -0.88
-0.40 0.54 0.64
-0.59 -0.07 0.60
-0.27 -0.06 0.10
0.45 -0.11 0.29
-0.14 0.26 -0.50
-0.12 -0.10 -0.09
-0.13 0.18 0.00
-0.57 -0.23 -0.53
1.17 -0.38 -1.21
-0.08 -0.33 1.23
-1.72 1.91 0.01
-0.02 -0.20 -0.08
0.12 0.27 0.19
-0.22 -0.08 0.13
-0.04 0.31 -0.66
0.13 -0.64 0.78
1.18 -0.71 0.21
-0.87 0.09 0.78
1.94 -1.67 1.96
-0.02 1.86 -3.01
0.35 -1.06 0.68
0.39 -0.35 -0.54
-0.61 -0.10 0.25
-0.35 0.74 0.13
-0.35 0.34 0.21
0.08 -0.07 0.00
-0.39 0.21 -0.40
0.45 -0.12 -0.10
-0.14 1.44 -0.84
0.52 -0.51 0.49
0.91 -0.85 1.03
0.00 -0.13 0.31
-0.11 -0.07 0.08
-0.61 -0.22 -0.03
-0.08 0.54 -0.39
-0.32 -0.01 -0.61
-0.51 0.02 0.14
0.57 -0.27 -1.29
-3.10 0.36 0.99
2.21 2.46 -2.36
1.37 -1.32 2.86
-0.75 -0.73 0.10
-0.56 -0.66 2.09
-0.45 -0.14 -0.79
0.51 -0.53 -0.21
-0.25 0.22 -0.73
0.27 0.27 -0.06
0.17 0.31 -0.65
-0.16 -0.27 -0.18

As for the highest occupied orbital energy (alpha / beta): -11.94 / -11.94 eV. For the molecular weight, the calculation gives 636.07 Da. The value obtained for the LUMO energy (alpha / beta) is -3.85 / -8.24 eV. As for the total energy: -4861.42093 hartree. As for the multiplicity: 2. As for the net charge: +1.

---

What is the formula in the first record? C20H28NO3Pm